This record from the Open Molecules 2025 dataset describes a gas-phase ion, C4H9N2 (charge +1) in a non-equilibrium geometry. The level of theory is ωB97M-V with the def2-TZVPD basis set.

Each line ends with the Löwdin charge.
CARTESIAN COORDINATES (ANGSTROEM)
C 1.688 0.244 -1.201  -0.061
C -0.842 1.317 0.912  -0.036
C 1.317 -1.218 1.014  0.069
C -0.410 0.208 -0.097  -0.159
N 1.852 0.993 -0.222  0.293
N 0.975 -0.201 -0.007  -0.214
H 2.011 -0.119 -2.220  0.176
H -0.793 0.941 1.930  0.071
H -0.295 2.283 0.723  0.103
H -1.927 1.586 0.914  0.104
H 0.756 -0.926 1.905  0.107
H 0.961 -2.094 0.560  0.092
H 2.506 -1.158 1.159  0.174
H -0.478 0.619 -1.082  0.119
H -1.004 -0.735 -0.061  0.161

- HOMO level (spin up / spin down): -12.63 / -16.68 eV
- <S²>: 2.01
- 2S+1: 3
- ΔE to the lowest compared entry with this formula, charge and spin: 475.5 kJ/mol
- Frontier orbital gap (spin up / spin down): 9.81 / 7.35 eV
- Net charge: +1